{"formula": "C41H101F6N5O8P", "method": "the ωB97M-V functional and the def2-TZVPD basis", "spin_multiplicity": 2, "relative_energy_kcal_mol": 47.7, "charge": 2, "lumo_ha": [-0.1311, -0.1319], "homo_ev": [-5.43, -11.52], "elements": ["C", "C", "N", "C", "C", "C", "C", "C", "O", "C", "H", "H", "H", "H", "H", "H", "H", "H", "H", "H", "H", "H", "H", "H", "H", "H", "H", "H", "H", "H", "C", "C", "N", "C", "C", "C", "C", "C", "O", "C", "H", "H", "H", "H", "H", "H", "H", "H", "H", "H", "H", "H", "H", "H", "H", "H", "H", "H", "H", "H", "C", "C", "N", "C", "C", "C", "C", "C", "O", "C", "H", "H", "H", "H", "H", "H", "H", "H", "H", "H", "H", "H", "H", "H", "H", "H", "H", "H", "H", "H", "C", "C", "N", "C", "C", "C", "C", "C", "O", "C", "H", "H", "H", "H", "H", "H", "H", "H", "H", "H", "H", "H", "H", "H", "H", "H", "H", "H", "H", "H", "C", "C", "N", "C", "C", "C", "C", "C", "O", "C", "H", "H", "H", "H", "H", "H", "H", "H", "H", "H", "H", "H", "H", "H", "H", "H", "H", "H", "H", "H", "O", "C", "O", "O", "H", "P", "F", "F", "F", "F", "F", "F"], "xyz": [[-7.0305, -2.7033, -0.2961], [-5.4948, -2.8979, -0.6087], [-4.7391, -3.8468, 0.3088], [-4.7789, -3.4159, 1.7560], [-5.3550, -5.3321, 0.2154], [-4.5977, -6.4501, 0.9307], [-3.2489, -3.8152, -0.1600], [-2.9097, -4.2353, -1.5487], [-3.3272, -5.5442, -1.9829], [-3.2189, -5.8802, -3.3590], [-7.2010, -2.2826, 0.6950], [-7.5869, -3.6245, -0.4686], [-7.5335, -2.0454, -1.0048], [-5.0304, -1.9170, -0.7103], [-5.4483, -3.4434, -1.5512], [-4.5640, -4.2511, 2.4226], [-5.8062, -3.2823, 2.0951], [-4.4406, -2.3939, 1.9265], [-5.3996, -5.4530, -0.8670], [-6.3732, -5.2051, 0.5829], [-5.1255, -7.3466, 0.6055], [-4.6333, -6.4450, 2.0201], [-3.5763, -6.5380, 0.5603], [-2.8732, -4.5374, 0.5649], [-2.7947, -2.8419, 0.0256], [-1.8354, -4.1320, -1.7018], [-3.2187, -3.4598, -2.2496], [-2.1687, -6.1705, -3.3299], [-3.4287, -5.1135, -4.1048], [-3.7727, -6.7821, -3.6201], [7.1809, 0.0658, 1.4471], [5.9377, -0.8150, 2.0979], [4.5454, -0.4669, 1.5856], [3.5601, -1.6059, 2.0414], [3.9467, 0.8829, 2.1547], [4.6997, 2.1982, 1.7656], [4.5400, -0.3067, 0.0133], [4.6112, -1.5996, -0.7897], [5.9113, -2.1959, -0.7267], [6.0534, -3.4583, -1.4499], [7.3658, -0.4005, 0.4793], [8.1267, -0.1240, 1.9547], [7.0015, 1.1294, 1.2899], [5.9323, -0.7680, 3.1869], [6.1295, -1.8584, 1.8476], [3.3247, -1.7410, 3.0970], [4.0446, -2.5445, 1.7722], [2.5572, -1.3938, 1.6708], [3.9042, 0.6958, 3.2277], [2.8847, 0.9629, 1.9227], [5.5683, 2.3425, 2.4080], [4.2305, 3.0775, 2.2069], [4.7512, 2.4129, 0.6982], [5.1619, 0.4723, -0.4276], [3.5113, 0.0122, -0.1544], [4.2810, -1.3985, -1.8088], [3.9629, -2.3832, -0.3975], [5.7921, -3.3533, -2.5029], [5.4577, -4.3132, -1.1301], [7.0782, -3.8293, -1.4603], [1.8468, 7.6387, -3.3159], [2.0200, 6.9105, -4.6684], [2.7045, 5.5296, -4.5903], [2.8978, 5.1325, -6.0375], [4.1425, 5.6852, -3.9401], [5.3275, 4.9954, -4.3985], [1.8046, 4.5860, -3.6533], [2.5174, 3.4390, -2.8770], [3.3350, 2.6789, -3.7619], [4.0493, 1.6573, -3.0177], [1.0592, 7.3012, -2.6423], [1.2966, 8.5374, -3.5947], [2.7035, 7.8031, -2.6623], [2.6070, 7.5538, -5.3239], [1.1487, 6.7934, -5.3128], [2.0463, 5.1328, -6.7180], [3.2474, 4.1005, -6.0078], [3.6257, 5.8542, -6.4083], [4.1003, 5.6628, -2.8511], [4.3561, 6.7404, -4.1104], [6.1458, 4.9979, -3.6783], [5.7101, 5.4939, -5.2891], [5.0604, 3.9429, -4.4943], [1.0208, 4.2417, -4.3280], [1.4260, 5.2152, -2.8478], [1.8336, 2.8031, -2.3147], [3.0972, 3.8974, -2.0758], [4.5087, 1.1006, -3.8344], [3.4758, 0.8837, -2.5072], [4.7866, 1.9263, -2.2613], [0.0518, -2.5280, 8.5400], [0.4270, -2.7907, 7.0642], [0.0616, -1.6276, 6.0178], [0.4374, -2.1779, 4.6568], [-1.4431, -1.1099, 6.1786], [-2.5054, -2.1680, 6.3111], [1.0595, -0.4118, 6.3381], [0.9696, 0.8859, 5.5591], [1.0825, 0.5594, 4.1613], [0.7175, 1.6778, 3.3761], [-0.9938, -2.2516, 8.6759], [0.5455, -1.6763, 9.0079], [0.1880, -3.3704, 9.2182], [-0.0641, -3.6374, 6.5846], [1.5081, -2.9297, 7.0629], [-0.3993, -2.8549, 4.4850], [1.3890, -2.7093, 4.6443], [0.2829, -1.3825, 3.9277], [-1.6780, -0.4734, 5.3255], [-1.3701, -0.4669, 7.0557], [-2.1746, -2.8943, 7.0535], [-2.7430, -2.7838, 5.4436], [-3.4113, -1.6660, 6.6507], [2.0486, -0.8653, 6.2740], [0.9018, -0.2282, 7.4009], [1.6672, 1.6840, 5.8132], [-0.0028, 1.3128, 5.8045], [0.5191, 1.4035, 2.3400], [1.4074, 2.4929, 3.5947], [-0.1847, 2.2232, 3.6529], [-1.2995, 2.3067, -0.2601], [-1.0752, 2.1668, -1.7500], [-2.3788, 1.7255, -2.4988], [-3.6663, 2.5690, -2.0253], [-2.1145, 2.0258, -4.0279], [-1.0590, 1.1778, -4.7936], [-2.6892, 0.2103, -2.1924], [-3.5514, -0.5450, -3.1305], [-4.6603, 0.2880, -3.4168], [-5.5005, -0.2604, -4.3484], [-1.4985, 1.3579, 0.2381], [-2.1258, 2.9932, -0.0756], [-0.2720, 2.5335, 0.0244], [-0.3482, 1.3772, -1.9399], [-0.8276, 3.1490, -2.1526], [-3.2687, 3.5603, -1.8074], [-4.1219, 2.0634, -1.1740], [-4.3589, 2.6400, -2.8640], [-1.9157, 3.0728, -4.2568], [-3.1131, 1.9060, -4.4480], [-1.3106, 0.1228, -4.9016], [-0.0661, 1.1179, -4.3478], [-0.9423, 1.5134, -5.8241], [-3.0333, 0.2931, -1.1614], [-1.7005, -0.2486, -2.2015], [-3.8353, -1.5058, -2.7011], [-3.0505, -0.7259, -4.0815], [-6.4103, 0.3029, -4.5558], [-5.8926, -1.2661, -4.1976], [-4.9734, -0.1547, -5.2966], [0.3775, -0.3483, 0.2150], [0.5350, -1.1046, -0.8154], [1.4928, -0.9588, -1.5575], [-0.2902, -2.0240, -1.0164], [-0.3389, -0.9501, 0.4298], [-3.8770, 0.5224, 2.4222], [-5.1788, 1.4584, 3.0144], [-3.7512, 1.7536, 1.3097], [-2.9215, 1.1676, 3.4677], [-2.5814, -0.3193, 1.9368], [-4.2278, -0.6357, 3.5057], [-4.9158, -0.1089, 1.3958]], "atomic_forces_ev_per_a": [[0.8, -0.4, -0.1], [-2.1, -0.7, -0.2], [0.2, 0.3, 0.2], [-1.8, 0.1, 0.0], [0.3, 1.8, -0.2], [-0.2, 0.3, -0.7], [-0.7, -1.7, 1.6], [0.3, -0.2, -2.3], [-2.0, 1.1, 1.6], [1.9, -0.4, 0.5], [0.0, -0.2, 0.0], [0.1, -0.2, 0.5], [0.6, 0.4, -0.1], [0.4, -0.3, 0.5], [0.1, 0.4, -0.3], [1.3, 0.3, -0.2], [-0.6, -0.1, -0.8], [1.1, -0.5, 0.0], [0.1, -0.5, 0.2], [0.1, 0.0, 0.1], [0.1, -0.2, 0.1], [0.0, 0.3, -0.1], [-0.1, 0.0, 0.1], [0.7, 0.2, -0.1], [-0.3, 0.1, 0.1], [0.5, -0.1, 0.7], [-0.7, 0.0, -0.3], [0.3, 0.0, -1.5], [0.0, 0.4, 0.3], [-0.4, 0.2, 0.5], [-1.5, -1.7, -0.1], [1.7, 1.4, -0.5], [-0.5, 0.7, -0.1], [0.6, 0.5, -0.6], [0.8, 0.2, 0.2], [-0.6, -0.4, 1.6], [-1.8, -1.3, 0.2], [0.8, -1.3, 0.6], [0.7, -0.8, -0.5], [-0.2, 0.5, -0.6], [-0.2, 0.2, -0.2], [-0.4, 0.2, 0.6], [-0.1, -0.3, 0.4], [-0.2, 0.4, 0.0], [-0.1, 0.1, -0.3], [1.1, 1.1, 0.5], [-0.5, 0.1, -0.6], [0.3, -0.2, -1.0], [0.5, 0.3, 0.1], [0.1, -0.4, -0.9], [0.9, -0.7, -0.9], [-1.3, -0.2, -0.3], [0.5, -0.2, 0.2], [0.5, -0.1, 1.0], [-0.2, 0.2, -0.2], [0.1, 0.2, -0.1], [-0.7, 0.4, 0.0], [-0.1, 0.5, -0.1], [-0.5, 0.4, 0.8], [0.1, 0.7, 0.5], [-1.7, 0.0, -0.5], [0.8, -0.1, 1.0], [0.2, -0.2, 1.0], [0.5, -1.0, 0.7], [-1.5, 3.4, 1.3], [0.9, -1.9, -1.3], [0.9, -0.4, -0.6], [0.5, 0.9, -1.4], [0.0, -0.5, 1.9], [0.1, -1.1, -1.5], [0.1, -1.1, -0.1], [0.8, 0.8, -0.1], [0.2, 0.2, -0.7], [0.7, -0.2, 0.2], [-0.6, -0.3, 0.8], [-0.5, 0.4, 0.7], [0.4, 0.2, -0.3], [0.1, -0.4, -0.2], [-0.9, -0.5, 0.0], [-0.3, 0.3, -0.1], [-0.3, 0.4, 0.3], [0.1, -0.7, -0.3], [0.5, -0.1, -0.7], [-0.1, 0.0, 0.2], [-0.3, 0.3, -0.2], [-0.6, 0.0, -0.3], [0.5, 0.2, 0.2], [0.6, 0.0, 0.2], [-1.2, 0.4, -0.1], [0.1, 1.1, -0.3], [-1.1, 0.7, -0.2], [-0.6, 1.2, 0.1], [1.7, 1.2, 1.2], [-2.5, 0.1, 0.3], [1.3, -0.1, -0.8], [0.5, -0.8, 0.6], [0.1, -1.2, 0.9], [-1.2, -1.0, -1.1], [-0.7, 0.4, 0.9], [-0.4, 1.3, 0.1], [-0.2, -0.2, -0.3], [0.6, -0.1, -0.3], [0.3, -0.3, -0.5], [0.1, -0.2, 0.5], [0.0, 0.1, -0.6], [0.3, -0.6, -0.3], [-0.1, 0.4, 0.2], [0.7, -0.1, 0.1], [0.4, 0.1, -0.2], [-0.2, -0.2, 0.1], [-0.4, 0.1, 0.3], [0.1, 0.6, -0.4], [0.0, -0.1, 0.0], [0.0, -0.1, -0.3], [-0.1, 0.2, -0.1], [0.6, -0.4, 0.5], [-0.4, 0.2, -0.4], [0.8, -0.1, 0.0], [0.8, -0.1, -0.9], [-0.8, -0.8, 0.6], [0.3, -0.9, -0.7], [-2.0, -0.9, 0.3], [-0.6, 0.5, -1.2], [1.9, -0.3, -1.0], [-0.8, -1.0, -0.2], [-0.2, -0.7, 0.7], [2.2, 1.6, 0.6], [-0.7, 1.3, -0.9], [-0.3, -0.1, 1.9], [-1.0, 0.2, -2.4], [-0.2, 0.0, -0.2], [0.7, 0.3, 0.6], [-0.2, 0.9, 0.8], [0.2, 0.3, -0.3], [0.2, -0.2, -0.3], [-0.2, -0.1, 0.2], [0.2, 0.3, 0.0], [0.2, -0.3, 0.2], [0.3, 0.2, 1.1], [0.1, -0.4, -0.3], [-0.4, 0.0, 0.2], [0.0, 0.6, 0.2], [-0.2, 0.5, 0.1], [-0.2, -0.5, -0.1], [0.0, -0.3, 0.3], [-0.1, 0.0, 0.1], [0.3, -0.3, 0.0], [0.1, 0.6, 0.8], [0.6, -0.4, 0.4], [0.0, -0.8, -0.5], [-0.7, 1.6, 2.9], [2.4, -2.8, -5.2], [2.4, 1.5, -0.9], [-2.3, -0.7, 1.0], [-1.8, 0.4, 2.3], [-3.4, 2.7, 0.8], [1.4, -1.3, 0.0], [1.5, -1.0, 0.5], [1.0, 1.5, 1.0], [-0.5, -0.3, -1.4], [-0.1, -0.5, -0.2], [0.2, -1.6, -0.8]]}